49
Properties=species:S:1:pos:R:3:lowdin_charge:R:1 method="wB97M-V/def2-TZVPD" charge=+1 total_energy_ev=-30219.0463 lumo_ha=-0.098 de_lowest_kcal_mol=357.5 gap_ev=8.84 smiles="CCOC(=O)c1c(CN2CC[NH+](C)CC2)oc2ccc(OC)cc12"
C -1.9125 -4.1431 -0.8967 -0.04
C -0.5134 -3.3778 -0.8611 -0.29
O -0.9460 -2.1453 -1.0804 -0.01
C -0.0547 -1.2006 -0.6825 -0.29
O 1.0680 -1.5829 -0.3026 0.05
C -0.4272 0.2996 -0.9407 0.03
C 0.3168 1.3637 -1.3398 -0.28
C 1.7199 1.5783 -2.1362 0.14
N 2.9509 1.5439 -1.0201 -0.15
C 3.8478 0.2640 -0.9469 -0.01
C 3.9508 -0.0920 0.6046 -0.18
N 2.7429 -0.1091 1.2182 -0.26
C 2.6549 -0.8939 2.2499 -0.13
C 2.2780 1.5174 1.4175 0.02
C 2.7316 2.2400 0.0488 -0.32
O -0.2718 2.4478 -1.1778 0.07
C -1.6107 2.4146 -0.6710 -0.02
C -2.6955 3.1984 -0.5408 0.02
C -3.7422 2.3858 -0.0797 -0.08
C -3.9023 1.2705 0.2953 -0.23
O -5.1788 0.7689 0.7922 -0.07
C -5.3119 -0.4353 0.8678 -0.33
C -2.8882 0.2871 -0.1111 0.03
C -1.7569 0.8036 -0.3408 -0.06
H -2.5466 -4.0177 -0.1126 0.00
H -1.6186 -5.3544 -0.9309 0.13
H -2.4339 -3.8010 -2.0179 0.16
H 0.1823 -3.5235 -1.6985 0.15
H -0.1076 -3.6047 0.0673 0.10
H 1.5975 2.3583 -2.6103 0.02
H 2.0137 0.4668 -2.5421 0.17
H 4.8407 0.9636 -1.3599 0.21
H 3.4604 -0.5201 -1.5506 0.09
H 4.3001 -0.9936 0.7187 0.08
H 4.6068 0.5446 1.0923 0.12
H 2.0696 -0.4392 0.3875 0.16
H 3.4531 -0.4512 3.1065 0.18
H 1.6766 -0.9476 2.8090 0.13
H 2.8813 -1.9734 2.1483 0.13
H 1.0323 1.4254 1.5524 0.17
H 2.7264 1.5986 2.4865 0.14
H 3.6639 2.7082 0.7472 0.17
H 1.9694 3.0857 0.0951 0.15
H -2.5409 4.2087 -0.4408 0.10
H -4.6183 3.3136 0.2972 0.24
H -6.4819 -0.5359 1.3797 0.16
H -5.3527 -1.1298 -0.0782 0.13
H -4.8901 -0.8639 1.8676 0.12
H -2.9332 -0.9211 0.2200 0.19